Record 1
ORCA calculation (wB97M-V/def2-TZVPD) on a 3-piece molecular cluster, C29H56BrClF5N4O12PS3 overall in a non-equilibrium geometry.

```
112
Properties=species:S:1:pos:R:3
C -1.686 2.635 -3.942
C -2.181 3.150 -2.425
Br -3.433 4.689 -2.930
C -3.097 2.023 -1.725
C -2.579 1.034 -0.573
N -1.236 0.425 -0.604
C -0.373 0.617 -1.580
O 0.246 0.380 -2.772
C -2.482 1.821 0.910
C -1.356 3.070 0.853
C -1.944 4.556 0.618
C -0.690 5.480 0.007
C -1.192 6.866 -0.708
S -0.021 8.323 -0.340
O -0.062 8.738 1.174
O -0.540 9.589 -1.120
Cl 1.955 7.970 -0.931
P -3.994 2.487 1.723
O -4.925 3.526 0.973
O -3.447 3.375 3.173
O -5.160 1.363 2.421
O -1.681 0.936 1.824
S -2.370 -0.490 2.266
O -3.008 -0.314 3.702
O -1.179 -1.493 2.546
C -3.578 -1.055 0.976
N -3.477 -2.596 0.922
C -3.603 -0.319 -0.478
C -5.135 0.151 -0.823
C -6.397 -0.757 -0.365
C -7.487 0.078 0.600
O -7.516 -0.501 1.985
S -3.110 -1.517 -1.867
O -1.803 -2.349 -1.567
O -2.685 -0.776 -3.202
C -4.366 -2.714 -2.493
F -3.721 -3.263 -3.762
F -5.615 -2.098 -3.083
C -4.639 -4.093 -1.665
F -3.441 -4.786 -1.143
F -5.648 -4.038 -0.595
F -5.215 -5.051 -2.689
H -2.086 1.569 -4.211
H -1.999 3.370 -4.796
H -0.500 2.601 -3.936
H -1.219 3.503 -1.887
H -3.996 2.658 -1.251
H -3.634 1.519 -2.669
H -0.507 2.862 0.055
H -0.752 3.150 1.884
H -2.233 5.101 1.640
H -2.861 4.675 -0.084
H 0.049 4.851 -0.656
H -0.060 5.803 0.968
H -2.230 7.160 -0.255
H -1.183 6.725 -1.871
H -2.595 2.882 3.425
H -5.257 1.508 3.408
H -4.602 -0.974 1.594
H -3.818 -2.950 1.865
H -2.496 -2.918 0.856
H -5.409 1.247 -0.437
H -5.204 0.191 -2.015
H -7.091 -1.128 -1.265
H -6.162 -1.714 0.263
H -7.323 1.233 0.585
H -8.595 -0.098 0.191
H -7.991 0.234 2.511
C 4.698 -4.944 -1.878
C 3.921 -3.868 -1.128
N 3.004 -3.099 -1.974
C 2.476 -1.900 -1.314
C 1.588 -2.099 -0.091
C 2.022 -3.872 -2.735
C 1.069 -4.771 -1.956
H 5.247 -4.522 -2.725
H 5.428 -5.413 -1.207
H 4.044 -5.740 -2.248
H 4.664 -3.183 -0.700
H 3.400 -4.332 -0.283
H 1.935 -1.289 -2.048
H 3.330 -1.278 -1.014
H 0.590 -2.441 -0.371
H 1.461 -1.144 0.429
H 2.015 -2.805 0.626
H 2.561 -4.496 -3.458
H 1.429 -3.193 -3.364
H 1.572 -5.343 -1.172
H 0.605 -5.495 -2.636
H 0.255 -4.201 -1.502
C 8.719 -1.845 0.877
C 8.426 -1.082 2.164
N 7.263 -0.194 2.077
C 7.155 0.732 3.208
C 6.916 0.133 4.590
C 6.004 -0.814 1.659
C 5.470 -1.969 2.499
H 8.840 -1.163 0.029
H 9.651 -2.413 0.985
H 7.930 -2.563 0.636
H 9.315 -0.477 2.382
H 8.326 -1.801 2.986
H 6.369 1.470 3.002
H 8.081 1.320 3.251
H 5.884 -0.204 4.709
H 7.088 0.898 5.356
H 7.587 -0.700 4.808
H 6.122 -1.170 0.629
H 5.224 -0.044 1.584
H 6.247 -2.686 2.776
H 4.711 -2.518 1.929
H 4.983 -1.614 3.410
```

Computed properties:
HOMO	-0.2918	hartree
total charge	0
total energy	-199440.5466	eV
HOMO-LUMO gap	6.3	eV
SMILES	C[C@@H](Br)C[C@@]1(N=C=O)[C@@](CCCCS(=O)(=O)Cl)(P(=O)(O)O)OS(=O)(=O)[C@H](N)[C@]1(CCCO)S(=O)(=O)C(F)(F)C(F)(F)F.CCN(CC)CC.CCN(CC)CC
max |F|	11.013	eV Å⁻¹


Record 2
ORCA calculation (wB97M-V/def2-TZVPD) on C29H56CrN5O3 as an isolated structure in a non-equilibrium geometry.

```
94
Properties=species:S:1:pos:R:3
Cr 0.057 0.552 -0.147
C 1.760 -3.092 1.428
C 1.423 -2.636 0.016
C 0.349 -3.522 -0.661
O 0.990 -1.277 -0.064
H 1.404 -2.494 2.267
H 2.845 -3.060 1.523
H 1.512 -4.140 1.597
H 2.274 -2.741 -0.657
H -0.481 -3.639 0.035
H 0.642 -4.537 -0.933
H -0.043 -3.081 -1.577
C 2.973 2.162 -2.920
C 1.401 2.186 -2.939
C 0.774 2.052 -4.343
O 0.690 1.429 -1.981
H 3.199 2.607 -1.951
H 3.418 2.734 -3.734
H 3.537 1.229 -2.913
H 1.229 3.235 -2.699
H 0.742 1.042 -4.751
H 1.314 2.744 -4.991
H -0.246 2.431 -4.281
C -3.247 0.253 2.512
C -1.746 0.143 2.735
C -1.492 -1.340 3.187
O -0.983 0.543 1.584
H -3.521 1.259 2.194
H -3.788 0.090 3.444
H -3.552 -0.450 1.737
H -1.598 0.810 3.584
H -1.812 -1.592 4.198
H -0.432 -1.564 3.307
H -1.994 -1.918 2.411
C 1.325 -2.974 -5.100
C -0.185 -3.323 -5.443
C -1.170 -2.076 -5.230
C -0.951 -1.106 -6.262
N -0.927 -0.282 -7.064
H 1.794 -2.467 -5.943
H 1.924 -3.884 -5.067
H 1.458 -2.479 -4.138
H -0.432 -4.109 -4.729
H -0.452 -3.633 -6.454
H -1.186 -1.558 -4.271
H -2.177 -2.428 -5.454
C 2.156 -0.030 4.672
C 1.128 0.650 5.562
C 1.246 2.121 5.781
C 1.358 2.820 4.493
N 1.563 3.351 3.496
H 3.185 0.162 4.977
H 2.160 0.321 3.640
H 2.055 -1.114 4.722
H 1.050 0.132 6.517
H 0.141 0.469 5.137
H 2.086 2.455 6.391
H 0.286 2.438 6.189
C -4.214 5.709 2.194
C -2.972 4.998 1.562
C -3.382 3.841 0.599
C -2.238 3.168 0.042
N -1.350 2.669 -0.320
H -4.777 6.215 1.409
H -3.848 6.316 3.022
H -4.876 4.930 2.572
H -2.235 4.573 2.243
H -2.498 5.827 1.037
H -3.982 4.233 -0.222
H -3.821 3.091 1.256
C 5.356 -1.158 0.646
C 5.118 -0.192 1.820
C 4.632 1.187 1.352
C 3.224 1.333 0.980
N 2.093 1.425 0.772
H 5.615 -2.155 1.004
H 6.054 -0.722 -0.069
H 4.453 -1.153 0.037
H 6.021 -0.009 2.401
H 4.426 -0.647 2.528
H 5.353 1.519 0.605
H 4.757 1.853 2.206
C -3.187 -3.395 -1.193
C -3.893 -2.835 -2.435
C -4.024 -1.274 -2.297
C -2.805 -0.602 -1.686
N -1.827 -0.105 -1.236
H -3.663 -2.993 -0.298
H -2.123 -3.163 -1.237
H -3.366 -4.468 -1.124
H -4.884 -3.213 -2.689
H -3.167 -2.927 -3.243
H -4.847 -1.003 -1.636
H -4.159 -0.749 -3.242
```

Computed properties:
<S²>	3.778
HOMO (alpha / beta)	-0.2723 / -0.2710	hartree
total charge	0
total energy	-72991.2126	eV
HOMO-LUMO gap (alpha / beta)	7.1 / 7.8	eV
energy relative to the best compared isomer or geometry (same formula, charge and spin)	1.588	eV
2S+1	4
max |F|	10.434	eV Å⁻¹


Record 3
ORCA calculation (wB97M-V/def2-TZVPD) on C29H56CuN4O18 as an isolated structure in a non-equilibrium geometry.

```
108
Properties=species:S:1:pos:R:3
Cu -1.879 -3.217 0.213
C 4.853 -0.260 -3.798
C 4.792 -1.471 -2.863
N 5.728 -1.330 -1.780
C 7.091 -1.299 -1.898
C 7.608 -1.279 -0.595
N 6.528 -1.322 0.298
C 5.405 -1.322 -0.427
C 6.496 -1.316 1.726
H 4.864 0.651 -3.199
H 3.996 -0.309 -4.469
H 5.812 -0.296 -4.315
H 4.886 -2.421 -3.390
H 3.797 -1.389 -2.426
H 7.594 -1.356 -2.852
H 8.618 -1.356 -0.222
H 4.399 -1.399 -0.041
H 7.481 -1.403 2.186
H 5.914 -2.170 2.072
H 6.059 -0.355 1.999
N -0.167 0.868 -0.314
O -0.483 -0.308 -0.351
O -1.006 1.725 -0.080
O 0.978 1.246 -0.494
C 3.191 -5.315 1.353
C 4.099 -5.962 0.591
C 3.868 -6.203 -0.895
O 4.751 -6.743 -1.666
C 2.717 -5.816 -1.516
C 1.707 -5.041 -0.778
C 1.938 -4.828 0.759
O 1.110 -4.137 1.357
O 0.622 -4.698 -1.245
O 5.248 -6.172 1.211
H 3.373 -5.003 2.371
H 2.653 -5.956 -2.585
C -5.740 5.336 1.717
C -5.485 3.933 2.245
O -5.425 3.962 3.599
C -4.830 2.976 4.319
O -4.605 1.835 3.898
O -4.694 3.457 5.579
C -3.996 2.787 6.559
H -4.864 5.959 1.897
H -6.681 5.709 2.122
H -5.785 5.345 0.628
H -4.547 3.550 1.843
H -6.314 3.271 1.995
H -4.171 3.264 7.523
H -2.931 2.933 6.377
H -4.185 1.721 6.685
C -0.794 0.967 -5.312
C -0.270 2.371 -5.375
O 0.519 2.609 -6.534
C 0.633 3.870 -7.018
O 0.037 4.862 -6.613
O 1.598 3.807 -7.976
C 2.037 5.058 -8.519
H -1.286 0.928 -4.340
H -0.023 0.203 -5.417
H -1.511 0.677 -6.080
H 0.482 2.482 -4.594
H -1.046 3.092 -5.117
H 2.454 5.772 -7.809
H 1.313 5.464 -9.227
H 2.972 4.801 -9.016
C -3.943 -3.287 -2.689
O -3.930 -2.584 -1.462
C -5.158 -1.997 -1.140
C -4.871 -1.145 0.039
N -4.238 -1.910 1.158
C -5.207 -2.876 1.831
C -4.520 -3.472 3.080
O -3.081 -3.640 2.818
C -2.507 -4.208 3.967
H -4.672 -4.096 -2.742
H -2.909 -3.624 -2.763
H -4.191 -2.599 -3.497
H -5.908 -2.781 -1.029
H -5.487 -1.345 -1.950
H -5.700 -0.528 0.385
H -4.046 -0.487 -0.235
H -4.071 -1.209 1.866
H -5.440 -3.709 1.167
H -6.119 -2.401 2.192
H -4.974 -4.425 3.351
H -4.636 -2.817 3.944
H -2.774 -3.848 4.960
H -1.420 -4.131 3.945
H -2.583 -5.295 3.940
C 4.636 4.520 0.137
O 4.410 3.428 1.031
H 4.976 4.172 -0.838
H 3.723 5.111 0.061
H 5.370 5.193 0.581
H 3.635 2.938 0.746
C 0.055 -0.063 4.361
O 1.077 -0.996 4.684
H 0.270 0.378 3.388
H -0.920 -0.551 4.329
H 0.034 0.685 5.154
H 1.148 -1.656 3.990
C -0.473 5.006 3.518
O -1.268 5.036 2.394
H -0.113 3.990 3.676
H 0.395 5.647 3.366
H -0.972 5.280 4.447
H -1.100 4.254 1.864
```

Computed properties:
<S²>	0.799
HOMO (alpha / beta)	-0.2704 / -0.2619	hartree
total charge	0
total energy	-118422.7041	eV
HOMO-LUMO gap (alpha / beta)	6.8 / 5.0	eV
energy relative to the best compared isomer or geometry (same formula, charge and spin)	7.880	eV
2S+1	2
max |F|	6.079	eV Å⁻¹


Record 4
ORCA calculation (wB97M-V/def2-TZVPD) on a 11-piece molecular cluster, C29H56O23 overall in a non-equilibrium geometry.

```
108
Properties=species:S:1:pos:R:3
C -12.621 1.899 7.888
O -11.570 1.777 6.896
H -13.412 2.485 7.421
H -13.010 0.948 8.253
H -12.293 2.438 8.777
H -10.702 1.587 7.258
C -18.764 2.202 9.071
O -18.928 2.577 7.685
H -19.603 2.370 9.747
H -18.586 1.127 9.088
H -17.981 2.752 9.595
H -18.172 2.340 7.144
C -19.134 5.966 7.124
O -20.070 5.292 7.908
H -18.108 5.941 7.493
H -19.060 5.487 6.148
H -19.515 6.969 6.931
H -19.871 4.360 7.797
C -15.945 5.146 4.976
O -15.665 3.774 4.729
H -16.728 5.625 4.388
H -16.243 5.265 6.017
H -15.042 5.733 4.808
H -14.918 3.775 4.125
C -15.760 1.177 6.654
O -16.825 1.888 6.069
H -14.862 1.378 6.069
H -15.679 1.491 7.695
H -16.103 0.146 6.574
H -16.471 2.707 5.715
C -13.983 11.564 12.215
C -13.546 11.462 10.732
C -12.074 11.669 10.504
O -11.715 10.479 9.821
C -12.748 9.635 9.693
O -12.679 8.513 9.120
O -13.782 10.105 10.337
H -13.907 12.561 12.649
H -13.449 10.892 12.887
H -15.038 11.344 12.380
H -14.151 12.127 10.116
H -11.505 11.727 11.432
H -11.906 12.580 9.929
C -15.147 4.722 8.672
C -14.037 5.581 9.353
C -14.479 6.181 10.665
O -13.454 5.678 11.520
C -12.636 4.829 10.923
O -11.789 4.175 11.483
O -13.039 4.626 9.665
H -15.985 5.303 8.286
H -15.656 4.137 9.439
H -14.755 4.054 7.906
H -13.720 6.341 8.640
H -15.457 5.802 10.962
H -14.483 7.270 10.609
C -8.916 7.489 11.659
C -10.410 7.460 12.182
C -10.555 6.629 13.440
O -11.181 7.476 14.315
C -11.241 8.695 13.884
O -11.695 9.611 14.547
O -10.849 8.746 12.571
H -8.387 6.543 11.534
H -8.241 8.105 12.254
H -8.955 7.976 10.685
H -11.079 7.008 11.451
H -9.550 6.335 13.744
H -10.971 5.641 13.240
C -19.425 11.122 9.011
C -18.022 10.630 9.392
C -17.900 9.653 10.557
O -17.196 8.619 10.052
C -17.014 8.725 8.713
O -16.477 7.912 7.946
O -17.489 9.897 8.303
H -19.421 11.540 8.004
H -19.792 11.842 9.742
H -20.168 10.326 8.965
H -17.315 11.438 9.581
H -18.902 9.317 10.822
H -17.473 10.133 11.438
C -9.876 5.919 8.741
C -9.851 5.823 7.218
C -11.259 5.520 6.667
O -11.396 6.388 5.627
C -10.458 7.383 5.724
O -10.364 8.344 4.959
O -9.634 7.084 6.635
H -10.219 5.047 9.298
H -10.607 6.658 9.070
H -8.922 6.260 9.141
H -9.149 5.107 6.791
H -12.094 5.646 7.356
H -11.378 4.505 6.287
C -15.986 3.203 15.146
C -14.793 3.807 14.434
C -14.279 5.248 14.778
O -12.864 5.047 14.947
C -12.514 3.777 14.958
O -11.411 3.365 15.167
O -13.661 3.014 14.675
H -15.890 3.209 16.231
H -16.073 2.139 14.922
H -16.901 3.763 14.954
H -14.941 3.724 13.357
H -14.721 5.655 15.687
H -14.634 5.953 14.026
```

Computed properties:
HOMO	-0.3565	hartree
total charge	0
total energy	-78071.7036	eV
HOMO-LUMO gap	9.8	eV
energy relative to the best compared isomer or geometry (same formula, charge and spin)	2.618	eV
SMILES	C[C@H]1COC(=O)O1.C[C@H]1COC(=O)O1.C[C@H]1COC(=O)O1.C[C@H]1COC(=O)O1.C[C@H]1COC(=O)O1.C[C@H]1COC(=O)O1.CO.CO.CO.CO.CO
max |F|	5.304	eV Å⁻¹